{"formula": "C32H29ClN6O6S4SiSn", "method": "ωB97M-V with the def2-TZVPD basis set", "elements": ["H", "H", "H", "N", "C", "H", "C", "C", "H", "H", "S", "H", "C", "N", "C", "C", "H", "H", "C", "N", "H", "H", "H", "H", "C", "S", "O", "C", "C", "Si", "H", "O", "S", "H", "C", "C", "C", "C", "S", "H", "C", "Cl", "H", "C", "C", "C", "C", "C", "H", "H", "H", "O", "H", "H", "H", "N", "C", "C", "C", "N", "O", "H", "H", "C", "H", "C", "H", "C", "O", "Sn", "H", "N", "C", "H", "C", "C", "C", "C", "C", "O"], "coordinates": [[-3.27244, 4.43879, 5.08815], [-0.72376, -6.11749, -5.72134], [-1.55756, -0.85313, 1.25623], [-0.32763, -2.38637, 1.66468], [1.25940, 2.48998, 5.02587], [-1.11607, 3.77943, 4.88861], [-3.11042, 3.78096, 3.03489], [5.26536, -1.40568, 2.40497], [3.17717, -1.13572, 0.65294], [-2.47461, -3.01993, -6.02236], [-4.05462, 3.96122, 1.61285], [6.51817, -0.79870, 4.05748], [-0.67245, 2.31102, -3.91602], [-2.25905, 0.00975, -1.15454], [6.38436, -1.43486, 3.19472], [-1.19150, 3.57974, -1.93596], [-3.42827, -5.34390, -2.62532], [7.47262, -3.80315, 1.09161], [1.74349, 0.87319, 2.75470], [-0.42690, 1.45345, 1.89354], [-3.89266, 3.23906, -3.97866], [4.58261, 0.24179, 4.47942], [-6.07346, 5.27799, 1.89780], [-3.73732, -3.23085, -4.81573], [6.94273, -3.04143, 1.63821], [-4.87537, 0.58762, -0.27528], [1.26070, -2.46404, 0.02868], [-3.33977, 0.25217, -0.78884], [-5.21455, 4.90450, 2.42874], [-1.68635, -4.44861, -4.14901], [8.29918, -2.54011, 3.24320], [3.40096, 0.98360, -1.86643], [5.39925, -2.53954, 1.12092], [-3.24148, 4.18926, -1.80543], [0.85434, -2.97562, 1.11370], [-2.86644, 3.16310, -3.64079], [-3.68852, 4.43762, 4.09111], [7.35007, -2.37247, 2.75487], [-0.64693, 4.17479, -0.47258], [-0.82849, -3.03510, 2.25905], [-1.92489, 2.45823, -4.42383], [2.96674, 0.92818, -3.23938], [-5.50389, 5.64938, 4.43792], [-1.53776, 2.14114, 1.96617], [2.67904, 0.96059, 3.79339], [-1.01498, -3.15657, -3.08872], [-0.32666, -5.28434, -5.13564], [-1.85989, 3.01434, 3.02921], [0.11699, 1.74618, -4.38976], [1.05996, 3.12556, 5.88071], [0.57137, 2.61664, -2.34196], [3.64474, 1.93519, -4.01825], [-1.84466, -2.18348, 0.30156], [3.15481, 1.84425, 5.72117], [-3.38664, -4.53778, -5.96154], [-1.13075, -1.64104, 0.78133], [3.06346, -0.55536, 1.56353], [-4.89763, 5.08447, 3.74478], [2.40915, 1.79010, 4.93643], [1.95863, 0.13468, 1.65660], [1.52790, 1.17807, -3.29566], [0.14855, -4.57699, -5.81594], [0.44749, -5.66530, -4.46898], [-2.51881, 3.69824, -2.44054], [-2.18666, 2.01361, -5.37127], [0.26679, 2.40710, 3.98841], [-2.23287, 1.99549, 1.14115], [-0.94001, 3.12018, 4.04621], [3.21905, -0.38002, -3.78662], [0.23390, -0.71427, -0.95925], [-1.88148, -6.13391, -2.33816], [-0.34293, 2.86064, -2.73043], [-0.56240, -2.29034, -2.35632], [-2.86424, -6.60273, -3.73615], [4.06576, -0.57463, 2.56224], [3.85702, 0.20773, 3.67448], [0.48815, 1.59044, 2.87009], [-2.54761, -5.76042, -3.11625], [-2.94095, -3.74520, -5.35488], [1.36238, -3.88039, 1.76554]], "atomic_forces_ev_per_a": [[0.015, -0.011, 0.017], [0.004, -0.017, -0.025], [0.091, 0.047, -0.061], [-0.162, -0.128, 0.052], [0.004, -0.034, -0.085], [-0.020, 0.014, 0.005], [0.015, -0.014, -0.004], [-0.018, 0.022, 0.029], [0.011, -0.012, 0.005], [0.035, 0.024, -0.024], [-0.016, 0.038, 0.012], [-0.001, 0.015, 0.009], [-0.264, 0.003, -0.372], [0.124, 0.062, 0.060], [0.013, 0.020, -0.015], [-0.031, -0.366, -0.179], [-0.032, 0.019, 0.018], [0.023, -0.025, -0.015], [-0.158, -0.015, 0.022], [-0.004, -0.164, 0.004], [-0.026, 0.032, -0.011], [0.008, -0.013, -0.002], [-0.045, 0.019, -0.020], [-0.035, 0.009, 0.020], [0.040, 0.022, 0.019], [0.118, -0.003, 0.012], [0.137, 0.151, -0.274], [-0.238, 0.071, -0.028], [0.027, -0.009, 0.025], [-0.037, -0.069, -0.076], [0.016, -0.007, 0.001], [-0.053, 0.064, -0.098], [-0.019, -0.037, 0.001], [0.003, 0.049, -0.030], [-0.229, 0.074, 0.134], [-0.039, -0.228, -0.175], [-0.016, -0.034, 0.009], [-0.017, -0.034, -0.029], [0.015, 0.329, 0.245], [0.078, 0.056, -0.099], [-0.155, 0.232, 0.144], [0.343, -0.368, 0.060], [-0.021, 0.011, 0.009], [-0.073, -0.125, -0.155], [0.115, 0.022, 0.121], [0.062, 0.107, 0.047], [0.006, 0.001, 0.017], [0.082, 0.074, 0.066], [-0.262, 0.167, -0.018], [-0.003, 0.009, 0.021], [-0.178, 0.106, -0.248], [-0.036, 0.047, -0.007], [0.009, -0.009, 0.017], [0.013, 0.004, 0.016], [-0.021, -0.009, -0.028], [0.106, 0.022, -0.044], [0.117, 0.072, 0.006], [-0.015, 0.002, -0.054], [-0.036, -0.004, -0.053], [-0.092, -0.165, -0.017], [0.870, -0.292, 0.148], [0.011, 0.037, -0.027], [0.022, -0.033, 0.031], [0.083, 0.133, 0.209], [-0.001, -0.029, 0.007], [-0.021, 0.007, 0.085], [-0.024, 0.023, 0.081], [0.051, 0.060, -0.033], [0.020, 0.112, 0.000], [-0.049, 0.012, -0.069], [0.044, -0.025, 0.020], [-0.158, 0.058, 0.321], [-0.112, -0.077, 0.171], [-0.024, -0.028, -0.011], [-0.036, 0.047, 0.010], [-0.029, -0.027, -0.021], [-0.016, 0.044, -0.083], [-0.001, 0.022, 0.000], [-0.007, -0.012, 0.017], [0.102, -0.147, 0.166]], "homo_lumo_gap_ev": 6.7, "total_charge": -2, "relative_energy_kj_mol": 0.0, "e_homo_ev": -2.9109}